{
  "formula": "C33H44BF4N2P2Si2TeTi",
  "method": "ωB97M-V with the def2-TZVPD basis set",
  "s_squared": 2.005,
  "homo_ev": [-3.44, -4.68],
  "total_charge": -1,
  "relative_energy_kcal_mol": 2.87,
  "spin_multiplicity": 3,
  "total_energy_ha": -4197.39565,
  "species": ["Ti", "C", "Si", "C", "C", "N", "P", "C", "P", "N", "Si", "C", "C", "C", "C", "C", "C", "C", "C", "C", "C", "C", "C", "C", "C", "C", "C", "C", "C", "C", "C", "C", "C", "C", "C", "C", "C", "C", "H", "H", "H", "H", "H", "H", "H", "H", "H", "H", "H", "H", "H", "H", "H", "H", "H", "H", "H", "H", "H", "H", "H", "H", "H", "H", "H", "H", "H", "H", "H", "H", "H", "H", "H", "H", "H", "H", "F", "B", "F", "F", "F", "C", "Te", "C", "H", "H", "H", "H", "H", "H"],
  "xyz": [[0.944, 0.175, -1.376], [-3.311, 2.964, -0.720], [-1.760, 2.502, -1.683], [-2.297, 1.423, -3.122], [-1.038, 4.086, -2.396], [-0.641, 1.629, -0.748], [0.022, 1.559, 0.723], [0.643, 0.052, 1.073], [-0.087, -1.399, 0.699], [-0.030, -1.736, -0.874], [-0.473, -2.986, -1.948], [0.841, -4.327, -2.069], [-2.118, -3.789, -1.486], [-0.692, -2.304, -3.678], [0.731, -2.718, 1.672], [0.400, -4.059, 1.493], [1.044, -5.049, 2.216], [2.032, -4.705, 3.132], [2.363, -3.371, 3.322], [1.712, -2.382, 2.598], [-1.830, -1.548, 1.245], [-2.213, -2.116, 2.455], [-3.535, -2.056, 2.877], [-4.487, -1.421, 2.092], [-4.114, -0.852, 0.880], [-2.797, -0.920, 0.459], [1.419, 2.753, 0.725], [2.048, 3.101, 1.919], [3.176, 3.906, 1.921], [3.697, 4.371, 0.721], [3.082, 4.029, -0.474], [1.944, 3.227, -0.470], [-1.068, 2.312, 1.990], [-1.309, 3.684, 2.003], [-2.173, 4.239, 2.932], [-2.810, 3.421, 3.858], [-2.565, 2.055, 3.861], [-1.688, 1.506, 2.937], [-4.117, 3.239, -1.406], [-3.652, 2.125, -0.108], [-3.140, 3.807, -0.050], [-3.195, 1.817, -3.603], [-1.510, 1.340, -3.872], [-2.522, 0.412, -2.769], [-1.783, 4.638, -2.974], [-0.672, 4.742, -1.600], [-0.198, 3.863, -3.058], [0.881, -4.975, -1.192], [0.661, -4.952, -2.947], [1.820, -3.857, -2.186], [-2.179, -4.114, -0.446], [-2.931, -3.076, -1.642], [-2.306, -4.656, -2.124], [0.266, -2.088, -4.151], [-1.215, -3.038, -4.297], [-1.280, -1.383, -3.681], [-0.370, -4.332, 0.783], [0.780, -6.089, 2.066], [2.541, -5.478, 3.695], [3.132, -3.100, 4.036], [1.950, -1.331, 2.718], [-1.472, -2.603, 3.079], [-3.820, -2.504, 3.821], [-5.517, -1.368, 2.424], [-4.851, -0.350, 0.265], [-2.494, -0.464, -0.477], [1.654, 2.718, 2.854], [3.657, 4.161, 2.857], [4.584, 4.993, 0.717], [3.487, 4.377, -1.416], [1.489, 2.963, -1.422], [-0.810, 4.321, 1.279], [-2.354, 5.307, 2.934], [-3.491, 3.853, 4.582], [-3.054, 1.416, 4.586], [-1.468, 0.447, 2.942], [3.079, 1.069, -3.912], [2.065, 0.139, -4.025], [1.895, -0.325, -5.299], [2.273, -0.932, -3.096], [0.836, 0.746, -3.529], [3.759, -1.952, -0.383], [3.653, 0.168, -0.202], [5.213, 0.440, -1.639], [3.783, -2.192, -1.444], [2.861, -2.370, 0.065], [4.642, -2.332, 0.125], [6.130, -0.034, -1.298], [5.369, 1.512, -1.748], [4.880, 0.029, -2.587]]
}

{
  "formula": "C33H44Cl2N7O8P2Tl",
  "method": "ωB97M-V with the def2-TZVPD basis set",
  "homo_ev": [-1.58, -2.49],
  "total_charge": -2,
  "relative_energy_kcal_mol": 42.77,
  "total_energy_ha": -4044.78678,
  "species": ["Tl", "C", "N", "C", "P", "O", "O", "P", "O", "N", "C", "C", "N", "C", "C", "N", "C", "C", "H", "H", "H", "H", "H", "H", "H", "H", "H", "H", "H", "H", "H", "H", "H", "H", "H", "H", "H", "H", "H", "H", "H", "H", "Cl", "C", "C", "C", "Cl", "C", "C", "C", "C", "N", "C", "C", "O", "H", "H", "H", "H", "O", "N", "N", "O", "C", "C", "C", "C", "C", "C", "H", "H", "H", "H", "H", "C", "C", "O", "H", "H", "H", "C", "C", "O", "C", "C", "C", "C", "C", "C", "H", "H", "H", "H", "H", "H", "H", "H"],
  "xyz": [[1.181, 0.097, -0.931], [-1.951, 0.339, 1.354], [-1.880, -1.018, 1.908], [-2.501, -1.121, 3.218], [-0.616, -1.953, 1.391], [0.689, -1.274, 1.188], [0.130, 0.447, 4.059], [1.065, 1.434, 3.422], [0.821, 1.947, 2.035], [2.672, 0.902, 3.480], [3.348, 0.499, 2.260], [3.061, 0.134, 4.638], [1.149, 2.746, 4.530], [1.923, 3.880, 4.078], [-0.101, 3.146, 5.138], [-0.539, -3.215, 2.503], [0.005, -4.476, 2.010], [0.171, -2.787, 3.718], [-3.006, 0.629, 1.314], [-1.561, 0.347, 0.337], [-1.384, 1.049, 1.951], [-3.537, -0.778, 3.128], [-1.980, -0.497, 3.950], [-2.517, -2.160, 3.544], [3.040, 1.146, 1.442], [3.126, -0.534, 1.972], [4.432, 0.599, 2.394], [2.546, 0.509, 5.522], [4.143, 0.221, 4.799], [2.821, -0.935, 4.532], [2.839, 3.532, 3.602], [2.193, 4.517, 4.930], [1.374, 4.498, 3.349], [-0.663, 2.259, 5.417], [-0.723, 3.756, 4.461], [0.095, 3.748, 6.035], [-0.593, -4.875, 1.194], [-0.017, -5.202, 2.826], [1.043, -4.377, 1.666], [-0.028, -1.739, 3.952], [1.255, -2.878, 3.584], [-0.141, -3.417, 4.556], [-3.023, 1.368, -4.844], [-3.118, 0.012, -3.752], [-4.232, -0.791, -3.781], [-4.322, -1.875, -2.898], [-5.791, -2.844, -2.983], [-3.341, -2.173, -1.981], [-3.443, -3.212, -0.970], [-2.442, -3.437, -0.119], [-1.165, -2.660, -0.209], [-1.174, -1.523, -1.101], [-2.157, -1.349, -1.939], [-2.002, -0.200, -2.875], [-0.986, 0.509, -2.867], [-5.036, -0.590, -4.474], [-4.367, -3.772, -0.895], [-2.553, -4.166, 0.676], [-0.325, -3.298, -0.534], [3.748, -1.005, -1.233], [3.891, -2.065, -1.869], [2.779, -2.664, -2.190], [1.584, -2.219, -1.894], [2.882, -3.860, -2.936], [4.109, -4.477, -3.193], [4.140, -5.651, -3.925], [2.968, -6.228, -4.404], [1.756, -5.609, -4.138], [1.703, -4.430, -3.407], [5.015, -4.029, -2.817], [5.095, -6.125, -4.120], [3.002, -7.147, -4.975], [0.833, -6.043, -4.504], [0.774, -3.924, -3.188], [1.311, 4.247, -0.151], [1.998, 3.762, -1.388], [3.176, 3.580, -1.499], [1.979, 4.926, 0.376], [1.133, 3.378, 0.502], [0.356, 4.725, -0.361], [0.578, 5.300, -3.846], [0.163, 4.265, -2.851], [1.178, 3.425, -2.451], [-1.173, 4.048, -2.452], [-2.211, 4.848, -2.990], [-3.525, 4.649, -2.616], [-3.851, 3.658, -1.695], [-2.841, 2.872, -1.146], [-1.524, 3.058, -1.510], [1.639, 5.188, -4.057], [0.402, 6.319, -3.482], [0.027, 5.195, -4.786], [-1.977, 5.617, -3.715], [-4.304, 5.261, -3.054], [-4.883, 3.491, -1.413], [-3.089, 2.090, -0.441], [-0.753, 2.429, -1.091]]
}

{
  "formula": "C33H44N8PPr",
  "method": "ωB97M-V with the def2-TZVPD basis set",
  "s_squared": 2.002,
  "homo_ev": [-12.82, -12.83],
  "total_charge": 2,
  "spin_multiplicity": 3,
  "total_energy_ha": -2579.95109,
  "species": ["Pr", "C", "N", "C", "C", "N", "C", "P", "C", "N", "C", "C", "N", "C", "C", "N", "C", "C", "N", "C", "H", "H", "H", "H", "H", "H", "H", "H", "H", "H", "H", "H", "H", "H", "H", "C", "C", "C", "C", "C", "C", "C", "C", "C", "C", "C", "C", "N", "C", "C", "C", "C", "C", "N", "C", "C", "C", "C", "H", "H", "H", "H", "H", "H", "H", "H", "H", "H", "H", "H", "H", "H", "H", "H", "H", "H", "H", "H", "H", "H", "H", "H", "H", "H", "H", "H", "H"],
  "xyz": [[0.161, 0.461, -0.944], [-0.067, -4.874, -3.774], [-0.009, -3.411, -3.695], [-0.149, -2.560, -4.755], [-0.037, -1.299, -4.248], [0.174, -1.364, -2.897], [0.183, -2.657, -2.584], [0.611, -3.398, -0.969], [2.072, -2.329, -0.685], [2.199, -1.029, -0.952], [3.532, -0.732, -0.830], [4.216, -1.862, -0.496], [3.288, -2.861, -0.410], [3.579, -4.250, -0.044], [-0.699, -2.617, 0.045], [-1.146, -1.368, -0.076], [-2.238, -1.244, 0.747], [-2.450, -2.436, 1.368], [-1.478, -3.292, 0.916], [-1.329, -4.695, 1.318], [-0.322, -5.155, -4.791], [-0.830, -5.264, -3.106], [0.894, -5.313, -3.521], [-0.319, -2.913, -5.760], [-0.089, -0.363, -4.780], [3.923, 0.260, -0.987], [5.266, -2.023, -0.310], [4.599, -4.306, 0.325], [3.481, -4.908, -0.904], [2.908, -4.581, 0.745], [-2.789, -0.319, 0.822], [-3.202, -2.735, 2.080], [-2.012, -4.897, 2.136], [-0.314, -4.886, 1.656], [-1.567, -5.360, 0.491], [-0.161, -1.075, 4.233], [0.593, -0.510, 3.028], [1.718, -1.470, 2.614], [1.160, 0.877, 3.275], [1.897, 1.108, 4.429], [2.453, 2.350, 4.686], [2.289, 3.377, 3.776], [1.555, 3.198, 2.607], [1.455, 4.357, 1.624], [0.725, 5.557, 2.238], [2.847, 4.772, 1.132], [0.978, 1.939, 2.375], [0.154, 1.758, 1.195], [-1.025, 2.333, 1.290], [-1.983, 2.367, 0.262], [-3.250, 2.947, 0.266], [-3.794, 2.737, -1.003], [-2.842, 2.034, -1.740], [-1.738, 1.803, -0.990], [-2.910, 1.488, -3.141], [-3.021, -0.043, -3.040], [-1.631, 1.884, -3.892], [-4.123, 2.039, -3.888], [-0.668, -2.004, 3.958], [-0.911, -0.371, 4.600], [0.517, -1.303, 5.057], [-0.127, -0.439, 2.215], [2.434, -1.576, 3.432], [2.267, -1.089, 1.751], [1.320, -2.465, 2.385], [2.039, 0.307, 5.146], [3.016, 2.516, 5.596], [2.739, 4.342, 3.979], [0.888, 4.038, 0.752], [1.266, 5.939, 3.106], [-0.285, 5.295, 2.565], [0.647, 6.367, 1.510], [3.447, 5.180, 1.948], [2.762, 5.543, 0.364], [3.391, 3.922, 0.711], [-1.294, 2.821, 2.227], [-3.706, 3.467, 1.098], [-4.763, 3.060, -1.353], [-2.205, -0.456, -2.443], [-3.000, -0.504, -4.030], [-3.958, -0.317, -2.551], [-0.730, 1.492, -3.403], [-1.531, 2.968, -3.934], [-1.650, 1.501, -4.914], [-5.051, 1.716, -3.413], [-4.129, 1.674, -4.917], [-4.109, 3.130, -3.912]]
}

{
  "formula": "C33H44NO7PSiZn",
  "method": "ωB97M-V with the def2-TZVPD basis set",
  "homo_ev": -7.71,
  "total_energy_ha": -4275.59176,
  "species": ["Zn", "O", "C", "C", "C", "C", "C", "C", "C", "P", "C", "C", "C", "C", "C", "C", "C", "C", "C", "C", "C", "C", "H", "H", "H", "H", "H", "H", "H", "H", "H", "H", "H", "H", "H", "H", "C", "C", "O", "H", "H", "H", "O", "N", "C", "C", "C", "C", "O", "Si", "O", "O", "C", "C", "C", "C", "O", "C", "C", "C", "C", "H", "H", "H", "H", "H", "H", "H", "H", "H", "H", "H", "H", "H", "H", "H", "H", "H", "H", "H", "H", "H", "H", "H", "H", "H", "H", "H"],
  "xyz": [[0.372, -1.495, 1.616], [3.448, 0.751, 0.313], [3.023, -0.218, 0.913], [3.753, -1.548, 0.784], [5.105, -1.545, 1.098], [5.873, -2.689, 0.937], [5.296, -3.845, 0.430], [3.954, -3.850, 0.080], [3.174, -2.712, 0.254], [1.413, -2.677, -0.194], [0.962, -4.346, -0.722], [0.323, -5.186, 0.186], [-0.013, -6.479, -0.182], [0.275, -6.930, -1.462], [0.894, -6.091, -2.378], [1.238, -4.800, -2.011], [1.310, -1.628, -1.671], [2.420, -1.203, -2.387], [2.260, -0.351, -3.471], [0.992, 0.079, -3.835], [-0.121, -0.335, -3.111], [0.037, -1.179, -2.026], [5.547, -0.627, 1.462], [6.922, -2.675, 1.202], [5.891, -4.739, 0.298], [3.507, -4.748, -0.329], [0.068, -4.815, 1.171], [-0.514, -7.129, 0.523], [0.003, -7.937, -1.752], [1.106, -6.445, -3.379], [1.715, -4.137, -2.722], [3.413, -1.521, -2.091], [3.127, -0.015, -4.023], [0.871, 0.751, -4.674], [-1.107, 0.018, -3.381], [-0.826, -1.482, -1.442], [-2.278, -1.539, 3.348], [-1.495, -2.047, 2.162], [-2.038, -2.752, 1.327], [-3.301, -1.919, 3.346], [-2.273, -0.445, 3.303], [-1.769, -1.820, 4.273], [1.238, 0.958, 1.679], [1.945, -0.247, 1.764], [-3.841, 2.396, -0.919], [-3.400, 0.960, -0.667], [-4.097, 0.358, 0.545], [-3.635, 0.099, -1.899], [-1.975, 0.939, -0.458], [-1.014, 1.774, 0.546], [0.160, 0.581, 0.729], [-1.752, 2.111, 1.953], [-1.622, 3.217, 2.874], [-2.296, 2.753, 4.155], [-2.348, 4.417, 2.281], [-0.155, 3.538, 3.134], [-0.383, 3.141, -0.029], [0.509, 3.411, -1.142], [0.640, 2.191, -2.047], [1.855, 3.780, -0.541], [-0.113, 4.578, -1.893], [-4.905, 2.434, -1.156], [-3.280, 2.814, -1.756], [-3.663, 3.019, -0.041], [-5.175, 0.322, 0.381], [-3.897, 0.956, 1.434], [-3.735, -0.657, 0.718], [-4.698, 0.055, -2.139], [-3.276, -0.915, -1.717], [-3.097, 0.511, -2.755], [-3.332, 2.471, 3.962], [-2.283, 3.550, 4.900], [-1.770, 1.888, 4.563], [-3.401, 4.178, 2.116], [-1.894, 4.700, 1.331], [-2.292, 5.267, 2.962], [0.365, 2.655, 3.504], [-0.078, 4.332, 3.879], [0.339, 3.871, 2.222], [1.142, 1.371, -1.530], [1.234, 2.452, -2.924], [-0.341, 1.850, -2.383], [2.268, 2.929, 0.003], [1.742, 4.625, 0.140], [2.555, 4.058, -1.330], [-1.078, 4.291, -2.311], [0.540, 4.900, -2.705], [-0.267, 5.418, -1.215]]
}